Version 1
Computed, not measured: C2H2N4O as an isolated structure, with wB97M-V/def2-TZVPD.

Structure (XYZ):
```
9
Properties=species:S:1:pos:R:3:mulliken_charge:R:1
C -1.07800 0.60877 0.26408 -0.2863
C -0.81679 -0.67687 -0.17286 -0.0323
N -0.07846 1.45683 0.03919 0.1454
N 0.43756 -1.12875 -0.14571 -0.3680
N 1.06219 1.35064 -0.23683 -0.3029
N 1.47647 -0.45647 -0.06392 0.6236
O 2.57909 -0.77018 0.27074 -0.5586
H -2.02989 1.00211 0.55762 0.3828
H -1.55218 -1.38608 -0.51231 0.3963
```

For the LUMO energy, the calculation gives -0.68 eV. The total charge is 0.

---

Version 2
Computed, not measured: a single C2H2N4O molecule, with wB97M-V/def2-TZVPD.

Structure (XYZ):
```
9
Properties=species:S:1:pos:R:3:mulliken_charge:R:1
C -0.85315 0.19675 -0.82551 0.6127
C 0.99235 -0.66090 0.81450 -0.0234
H 1.66347 -1.03652 1.50465 0.4407
H -0.66955 1.81772 0.01624 0.3273
N -0.51981 -1.09985 -0.96617 -0.1414
N 0.46764 -1.54789 -0.23426 -0.2204
N 0.84409 0.60126 0.88857 -0.4025
N 0.03693 1.05431 -0.13033 -0.0325
O -1.96198 0.67512 -1.06769 -0.5606
```

For the LUMO energy, the calculation gives -1.89 eV. Its SMILES is O=c1nncn[nH]1. The total charge is 0.

---

Version 3
Computed, not measured: a single C2H2N4O molecule, with wB97M-V/def2-TZVPD.

Structure (XYZ):
```
9
Properties=species:S:1:pos:R:3:mulliken_charge:R:1
C 1.02947 -0.53984 0.36727 -0.1671
C 0.71469 0.06837 -0.84939 -0.0933
N -0.01181 -0.97296 1.08109 0.2377
N -0.38969 0.65986 -0.89408 -0.1763
N -1.19082 -0.92362 1.13033 -0.3110
N -1.39921 0.63969 -0.13115 0.3477
O -2.15919 1.50033 0.18235 -0.5096
H 2.02323 -0.53072 0.86241 0.3148
H 1.38333 0.09888 -1.74882 0.3571
```

For the LUMO energy (alpha / beta), the calculation gives -0.51 / -0.51 eV. The total charge is 0.

---

Which of them is most stable, and which least? Most stable: version 2; least stable: version 3.

---

Version 1
Computed, not measured: a 13-piece molecular cluster, C4H34N2O14 overall, with wB97M-V/def2-TZVPD.

Structure (XYZ):
```
54
Properties=species:S:1:pos:R:3:mulliken_charge:R:1
C -0.47632 -0.42222 -1.93513 -0.2692
N -1.34920 -0.60766 -0.76037 -0.1698
C -0.73877 -0.09252 0.47716 1.9256
C -1.66693 -0.71123 1.52870 -0.8254
O -0.95139 -0.46485 2.81500 -0.6552
C -0.82001 1.46140 0.67262 -0.1273
N -0.51682 1.94766 1.87335 -0.1471
O -1.26377 2.13443 -0.26291 -0.8873
H -0.36428 0.64413 -2.17524 -0.2456
H -0.77786 -1.11863 -2.73491 0.5120
H 0.51914 -0.83754 -1.67997 -0.0750
H -2.28980 -0.15455 -0.85727 0.3652
H 0.30256 -0.35076 0.51612 -0.3397
H -2.70081 -0.27943 1.81049 0.1239
H -1.83870 -1.81206 1.31833 0.4237
H -0.48437 -1.20622 3.22567 0.3745
H -0.06434 1.41913 2.62046 0.1254
H -0.64052 2.94567 2.02219 0.3626
H -0.17769 -3.12008 1.43818 0.3339
H 1.23686 -3.71450 1.79369 0.3127
O 0.58178 -3.08093 2.05280 -0.7487
H 0.28036 -3.81954 -0.90010 0.3954
H -0.66676 -2.74645 -0.76027 0.2765
O -0.51650 -3.62416 -0.37549 -0.7549
H 2.94085 -0.22519 2.54784 0.4107
H 3.09071 -2.10095 1.38708 0.3352
O 2.93422 -1.97591 2.33893 -0.8119
H 2.12522 -2.10655 -1.17870 0.2976
H 2.12060 -2.99705 -2.44001 0.2867
O 1.94075 -2.99213 -1.50770 -0.6504
H -3.68593 -1.81167 -0.72627 0.2915
H -4.49645 -1.48966 0.56162 0.3126
O -3.82661 -2.07975 0.18160 -0.6235
H 1.78497 0.29787 3.35953 0.2803
H 2.30712 1.77873 1.28002 0.2344
O 2.42479 0.59112 2.71852 -0.7541
H 2.05551 2.92271 0.27570 0.2800
H 1.95472 -2.16152 2.37672 0.5145
O 1.82641 1.99360 0.43157 -0.5022
H 0.38433 4.44022 -2.00565 0.3304
H -0.01927 3.94778 -0.63825 0.2799
O 0.67416 4.38058 -1.10402 -0.6432
H 2.62910 2.50755 -2.46697 0.2864
H 1.58575 2.07762 -1.49192 0.3739
O 2.12053 1.71113 -2.25060 -0.6848
H -3.02251 1.72189 -0.38887 0.2622
H -3.95593 1.91668 -1.56762 0.3227
O -3.69469 1.26455 -0.92419 -0.6745
H -1.67783 1.49533 -3.35735 0.3787
H -1.53456 2.26267 -2.03133 0.4404
O -1.71536 2.38514 -2.99024 -0.6776
H 2.91167 0.22241 -1.44029 0.4461
H 2.30970 0.00619 -0.01240 0.0946
O 2.89219 -0.37246 -0.65985 -0.7227
```

For the LUMO energy, the calculation gives 0.24 eV. The total charge is 0.

---

Version 2
Computed, not measured: a 13-piece molecular cluster, C4H34N2O14 overall, with wB97M-V/def2-TZVPD.

Structure (XYZ):
```
54
Properties=species:S:1:pos:R:3:mulliken_charge:R:1
C 1.40422 -1.41177 1.94136 -1.5464
C 0.19465 -0.86290 1.14593 0.1802
C 0.59677 -0.61977 -0.34160 1.0691
O 1.56194 -1.62823 -0.72575 -0.4733
N -0.33068 0.43388 1.56032 0.1696
C -1.59753 0.43480 1.98747 0.4780
N -2.28730 1.66112 2.11937 -0.2769
O -2.41025 -0.52358 2.06722 -0.7946
H 1.09997 -1.66886 3.02174 0.3712
H 2.07005 -2.13377 1.40354 0.3395
H 2.13459 -0.71543 2.42119 0.2071
H -0.56316 -1.67051 1.13779 0.1665
H -0.34531 -0.83140 -0.98531 -0.4010
H 1.03014 0.42608 -0.53228 -0.2073
H 1.12228 -2.39431 -1.03203 0.2673
H 0.48015 1.22267 1.61966 0.3381
H -3.18469 1.63728 2.66429 0.2478
H -1.74375 2.48286 2.29031 0.1912
H 1.08440 3.07938 -1.66933 0.4241
H 0.67719 2.84886 -0.20731 0.4906
O 0.45332 3.46806 -1.05180 -0.7337
H -1.24188 1.14594 -0.51407 0.3498
H -0.84479 2.35715 -1.28088 0.5022
O -1.43417 1.69702 -1.21954 -0.8667
H -1.68589 0.39808 -2.48783 0.2517
H -2.96300 0.16816 -3.05704 0.2952
O -2.16093 -0.21619 -3.01119 -0.5979
H 0.82204 3.39747 2.00938 0.2657
H 2.19906 2.83907 1.25978 0.3343
O 1.20594 2.71883 1.41364 -0.7947
H -2.43856 -1.58527 0.61605 0.3240
H -3.65700 -2.50299 0.56006 0.2790
O -2.75864 -2.38401 0.23741 -0.6220
H 2.99549 -0.92064 -0.98686 0.3635
H 4.34729 -0.73946 -1.45332 0.2351
O 3.77577 -0.38870 -0.91981 -0.6275
H -0.60322 5.26934 0.37808 0.2973
H -1.34441 4.07222 0.94509 0.2939
O -0.51922 4.61006 1.08968 -0.6307
H -0.79043 -3.64169 -2.57504 0.4252
H -0.62783 -4.30251 -1.20243 0.3142
O -0.03808 -4.01383 -1.91981 -0.7439
H 3.47485 0.92783 1.64004 0.4151
H 3.31409 1.70789 0.33357 0.2729
O 3.83621 1.72099 1.18340 -0.7506
H -2.40665 -2.18216 -3.09109 0.3867
H -2.84795 -2.78209 -1.82323 0.3506
O -2.55596 -3.04582 -2.68606 -0.7501
H -2.05907 -3.71715 0.76875 0.4046
H -1.55961 -4.65827 1.82378 0.2960
O -1.62771 -4.61810 0.90439 -0.6642
H 2.88328 2.28268 -2.51227 0.2762
H 3.23791 1.25766 -1.56299 0.1811
O 2.62607 1.89403 -1.69444 -0.5730
```

For the LUMO energy, the calculation gives 0.05 eV. The total charge is 0.

---

Which of them is most stable, and which least? Most stable: version 1; least stable: version 2.

---

Version 1
Computed, not measured: a 2-piece molecular cluster, C14H16 overall, with wB97M-V/def2-TZVPD.

Structure (XYZ):
```
30
Properties=species:S:1:pos:R:3:mulliken_charge:R:1
C 1.84671 -0.57265 2.71345 -1.3612
C 1.54201 1.31025 -0.54105 -0.3267
C 1.33744 0.37442 0.46726 -0.2160
C 2.17625 2.50777 -0.32470 -0.7916
C 1.84955 0.57627 1.74846 0.4715
C 2.63377 2.73164 0.97292 -0.2354
C 2.48391 1.79560 1.98352 -0.4615
H 1.31027 0.87019 -1.50807 0.3931
H 0.91353 -0.60295 0.27166 0.4217
H 2.47967 3.15197 -1.11672 0.4136
H 3.18844 3.61811 1.26314 0.3388
H 0.85994 -1.05481 2.66869 0.3545
H 1.80110 -0.23111 3.74046 0.3818
H 2.82640 2.10033 2.96605 0.3210
H 2.58931 -1.34078 2.52253 0.2870
C -1.81626 1.10523 -1.75997 -1.5753
C -2.83522 -2.00162 0.08949 -0.5228
C -2.84970 -0.71931 -0.45462 -0.5980
C -2.16816 -3.00601 -0.61329 -0.5161
C -1.84925 -0.34422 -1.34718 1.1319
C -1.34193 -2.66828 -1.66371 -0.3391
C -1.14671 -1.33567 -2.02510 -0.4829
H -3.29698 -2.19493 1.04591 0.4123
H -3.59167 -0.02802 -0.07285 0.3575
H -2.31885 -4.02752 -0.30199 0.3729
H -0.85760 -3.42660 -2.26874 0.3587
H -2.83307 1.46042 -1.84167 0.4375
H -1.27643 1.30400 -2.69260 0.3403
H -0.44585 -1.09415 -2.81106 0.3303
H -1.21065 1.74240 -1.11023 0.3024
```

For the LUMO energy, the calculation gives 0.94 eV. Its SMILES is Cc1ccccc1.Cc1ccccc1. The total charge is 0.

---

Version 2
Computed, not measured: a 2-piece molecular cluster, C14H16 overall, with wB97M-V/def2-TZVPD.

Structure (XYZ):
```
30
Properties=species:S:1:pos:R:3:mulliken_charge:R:1
C -1.12771 1.93894 2.98699 -1.4500
C 2.11798 -0.50230 1.56678 -0.6892
C 2.05162 -0.15718 2.90024 -0.4221
C 1.11526 -0.04700 0.70588 -0.0689
C 1.03548 0.69954 3.34303 -0.6041
C 0.01588 0.64329 1.16892 -0.4784
C -0.02555 1.02650 2.52548 0.7917
H 2.89644 -1.08390 1.09102 0.4035
H 2.76852 -0.50123 3.62692 0.3673
H 1.11700 -0.33743 -0.33649 0.3641
H 1.17436 1.15626 4.31932 0.3110
H -0.87824 0.83542 0.59263 0.4325
H -2.14300 1.55363 2.91343 0.3204
H -1.05520 2.85319 2.39185 0.3236
H -0.96649 2.26368 4.01527 0.3854
C 0.47336 0.73306 -3.60824 -1.4967
C 0.43721 -1.48756 -2.36820 -0.8245
C -0.21221 -0.31467 -2.76713 1.1691
C -0.22978 -2.24502 -1.41028 -0.2648
C -1.52187 -0.08566 -2.36695 -0.4120
C -1.47067 -1.96005 -0.89177 -0.4436
C -2.17451 -0.87009 -1.41192 -0.6308
H 1.34407 -1.77884 -2.86424 0.3773
H 0.32275 -3.08143 -1.02391 0.3724
H -0.26052 1.28543 -4.17755 0.3835
H 1.24144 0.29597 -4.23814 0.3790
H -2.05766 0.78950 -2.69653 0.3127
H -1.90163 -2.61863 -0.15512 0.3848
H -3.02597 -0.45620 -0.89793 0.4132
H 0.93965 1.45275 -2.93338 0.2934
```

For the LUMO energy, the calculation gives 0.93 eV. Its SMILES is Cc1ccccc1.Cc1ccccc1. The total charge is 0.

---

Which of them is most stable, and which least? Most stable: version 2; least stable: version 1.

---

Version 1
Computed, not measured: a 2-piece molecular cluster, C14H16 overall, with wB97M-V/def2-TZVPD.

Structure (XYZ):
```
30
Properties=species:S:1:pos:R:3:mulliken_charge:R:1
C -2.08520 2.39577 1.37592 -1.3563
C 1.22242 2.45487 -0.48729 -0.5687
C 0.28567 2.34526 0.49093 -0.3303
C 0.75300 2.41546 -1.83637 -0.4288
C -1.10139 2.25411 0.22805 0.6512
C -0.57344 2.17514 -2.08491 -0.4471
C -1.52369 2.06669 -1.04761 -0.3423
H 2.27623 2.34551 -0.28162 0.4183
H 0.49702 2.49704 1.55013 0.3221
H 1.44434 2.54132 -2.66466 0.3563
H -0.87321 1.94689 -3.10316 0.3465
H -1.67288 3.14575 2.08506 0.3618
H -2.28644 1.61860 2.11737 0.3021
H -2.53515 1.83222 -1.38957 0.3641
H -2.94659 2.88130 0.91416 0.3606
C 2.44681 -1.16782 0.67383 -1.2769
C 0.01978 -1.67439 1.02855 -0.0759
C 1.26833 -2.09312 0.51642 0.6387
C -1.20803 -2.24158 0.76311 -0.7680
C -1.13172 -3.40270 -0.01237 -0.2061
C 1.27187 -3.15212 -0.38468 -0.3416
C 0.06708 -3.83747 -0.58402 -0.5697
H 0.02137 -0.73757 1.59342 0.2722
H -2.16677 -1.99427 1.20797 0.4023
H 3.32413 -1.54208 1.21027 0.3501
H 2.25667 -0.16359 1.04367 0.2481
H -2.00614 -3.92023 -0.39492 0.3137
H 2.23341 -3.51408 -0.72932 0.3813
H 0.04335 -4.54131 -1.41531 0.3156
H 2.67916 -0.93358 -0.38304 0.3068
```

For the LUMO energy, the calculation gives 0.92 eV. Its SMILES is Cc1ccccc1.Cc1ccccc1. The total charge is 0.

---

Version 2
Computed, not measured: a 2-piece molecular cluster, C14H16 overall, with wB97M-V/def2-TZVPD.

Structure (XYZ):
```
30
Properties=species:S:1:pos:R:3:mulliken_charge:R:1
C -1.90284 -2.33207 -2.32643 -1.3468
C -2.22570 -0.00308 -1.40094 -0.1753
C -1.58286 -0.87048 -2.26876 0.7636
C -2.22460 1.36749 -1.52672 -0.7651
C -0.69243 -0.26334 -3.21819 -0.2227
C -1.37685 1.88760 -2.51160 -0.3592
C -0.58800 1.06747 -3.34040 -0.6702
H -2.97539 -0.48496 -0.72966 0.2415
H -2.89619 1.81076 -0.88577 0.4654
H -2.49379 -2.45075 -3.26998 0.3012
H -2.45001 -2.80039 -1.50458 0.3710
H -0.21283 -0.86671 -4.02394 0.2487
H -1.40172 2.93694 -2.76789 0.3445
H -0.05318 1.52381 -4.07064 0.5148
H -1.00024 -2.98312 -2.65485 0.2877
C 3.55948 -0.35029 1.65275 -1.2968
C -0.20831 0.51642 3.33648 -0.4847
C 0.70734 1.55373 3.28504 -0.2189
C 0.01966 -0.63591 2.46315 -0.3360
C 1.84716 1.41268 2.44398 -0.5881
C 1.22712 -0.88252 1.90203 -0.4542
C 2.18825 0.07926 2.00313 0.9023
H -0.90859 0.76738 4.18131 0.2794
H 0.55480 2.44281 3.89950 0.3499
H -0.88149 -1.24922 2.40045 0.3650
H 2.51280 2.20775 2.13576 0.3600
H 1.62439 -1.87604 1.54777 0.2053
H 4.15980 0.47399 1.31601 0.3133
H 3.80298 -1.32758 1.19596 0.3472
H 3.87120 -0.67163 2.73703 0.2573
```

For the LUMO energy, the calculation gives 0.89 eV. Its SMILES is Cc1ccccc1.Cc1ccccc1. The total charge is 0.

---

Which of them is most stable, and which least? Most stable: version 1; least stable: version 2.